Below is a structure of composition C52H78N4O3Sr, with properties calculated with the ωB97M-V functional and the def2-TZVPD basis.

Structure (XYZ):
```
138
C52H78N4O3Sr the ωB97M-V functional and the def2-TZVPD basis
Sr -0.87 -1.09 0.69
O 0.02 0.90 0.97
O 0.76 -1.50 -0.60
O -4.70 -0.10 -0.42
N -2.77 -2.41 0.62
N 0.35 -2.58 1.71
N -1.77 -0.71 2.67
N -1.59 -1.59 -2.92
C -4.13 2.08 -2.55
C 1.05 4.15 6.43
C 6.69 -2.69 1.52
C -0.06 3.37 4.31
C -3.82 2.56 -1.12
C -0.79 -3.44 2.09
C -3.34 -1.60 -1.68
C 1.48 0.66 -2.50
C 1.55 -3.33 1.32
C 0.65 -1.56 2.73
C -1.96 -3.57 1.05
C 4.82 -1.95 -0.03
C 2.95 -1.14 -1.44
C -1.42 4.30 6.24
C -2.98 2.61 -3.44
C -1.83 -1.09 -1.71
C 1.66 -1.63 -3.51
C 2.01 -1.69 -0.51
C 3.91 -2.61 0.77
C -4.03 -0.99 -6.71
C -4.14 -0.32 -1.55
C 4.30 -1.27 -1.15
C -5.45 2.70 -3.01
C -0.58 -0.99 3.51
C -1.12 2.54 3.97
C 2.58 2.43 1.67
C -3.56 -2.67 -0.63
C 2.44 -0.52 -2.75
C -4.05 -0.07 -3.97
C -2.19 0.74 2.59
C -3.76 -2.00 -5.60
C -0.11 4.38 5.45
C -4.90 -3.03 -5.61
C -3.70 -1.93 1.68
C 6.82 -0.49 0.38
C -2.96 -1.56 2.98
C -3.67 -1.34 -4.23
C 3.74 2.25 2.66
C 7.09 -2.61 -0.93
C 1.22 2.42 2.41
C 2.54 -2.50 0.54
C -2.44 -2.73 -5.92
C 0.09 1.66 1.99
C -4.14 0.54 -2.65
C 1.08 3.26 3.52
C 6.33 -1.94 0.23
C 0.01 5.81 4.88
C 2.71 1.31 0.63
C -2.99 -2.08 -3.12
C -1.06 1.71 2.86
C 2.73 3.78 0.94
C 3.57 -0.03 -3.66
H -4.45 -2.69 1.95
H -3.65 -1.05 3.65
H 0.72 0.40 -1.77
H -4.57 2.21 -0.41
H 0.71 -1.86 -3.01
H 4.68 2.15 2.10
H 1.94 3.87 3.78
H -5.86 -2.54 -5.41
H -1.58 -2.07 -5.70
H 2.27 -2.54 -3.58
H -4.39 0.55 -4.80
H -3.15 2.41 -4.51
H 4.16 0.76 -3.19
H 6.29 0.01 1.20
H -2.86 2.16 -0.81
H 6.44 -3.75 1.45
H 3.85 3.09 3.35
H 2.02 4.23 5.93
H -3.25 -3.63 -1.04
H 2.81 0.32 1.11
H -0.04 6.56 5.68
H -2.70 -2.45 3.53
H -1.14 -3.19 3.08
H 0.98 3.14 6.87
H 7.90 -0.46 0.58
H 6.63 0.08 -0.53
H 2.67 4.62 1.64
H 1.20 -0.73 2.26
H 3.12 0.39 -4.57
H -4.63 -2.73 -0.37
H -1.49 -4.00 0.15
H -2.28 4.50 5.59
H -2.03 2.51 4.57
H 3.60 1.33 3.24
H -2.86 3.70 -3.31
H -1.41 5.03 7.05
H 0.96 0.91 -3.44
H -0.46 -4.46 2.23
H -6.26 2.38 -2.34
H -3.02 -3.19 -3.25
H 1.02 4.88 7.25
H 2.02 -3.78 2.20
H 4.23 -3.24 1.60
H -5.00 -0.50 -6.58
H -4.74 -3.78 -4.82
H 7.77 -2.60 1.71
H -2.98 0.91 3.31
H -2.04 2.12 -3.16
H 0.95 5.94 4.34
H 6.87 -2.11 -1.88
H 1.93 3.89 0.19
H 6.16 -2.27 2.38
H -2.31 -3.63 -5.31
H 6.79 -3.66 -1.02
H -2.61 0.91 1.58
H -1.55 3.30 6.68
H 8.17 -2.57 -0.76
H 1.85 1.25 -0.03
H -0.83 -1.64 4.33
H -2.59 -4.36 1.47
H -2.41 -3.03 -6.98
H -5.41 3.80 -3.01
H -0.22 -0.09 4.00
H 3.70 3.82 0.42
H -4.22 -1.06 1.28
H -3.77 3.66 -1.10
H -0.80 6.00 4.17
H 1.21 -4.16 0.68
H -3.25 -0.22 -6.73
H -5.70 2.37 -4.03
H 1.31 -1.96 3.50
H -4.96 -3.56 -6.57
H 5.02 -0.81 -1.83
H 2.03 1.55 -2.16
H 4.24 -0.84 -3.96
H 3.62 1.47 0.03
H 1.41 -1.28 -4.52
H -4.03 -1.50 -7.69
```

For the HOMO energy, the calculation gives 0.01 eV. The relative energy (zero: lowest compared OMol25 entry of this formula, charge and spin) comes out at 110.64 kcal/mol. The LUMO energy comes out at 0.1303 Ha. For the HOMO-LUMO gap, the calculation gives 3.5 eV. The strongest force on any atom is 7.18 eV Å⁻¹. The net charge is -2. The calculation puts the electronic energy at -68126.4404 eV.